Entry 1:
Density functional theory data (ωB97M-V/def2-TZVPD) for C16H34IN9O13P as an isolated structure at a distorted geometry.

Positions of all 74 atoms, in Å:
1 C 4.10 0.81 0.97
2 C 4.33 1.73 0.22
3 C 4.61 2.76 -0.78
4 C 3.71 2.59 -2.03
5 C 2.69 3.73 -2.22
6 N 1.32 3.31 -1.93
7 C 0.71 2.26 -2.45
8 N -0.52 2.19 -1.99
9 C -1.53 1.18 -2.34
10 N -2.13 0.59 -1.17
11 C -3.59 0.76 -1.13
12 C -0.73 3.25 -1.15
13 C 0.43 3.97 -1.10
14 P 0.52 5.52 -0.10
15 O 2.13 5.87 -0.06
16 I 0.10 4.58 2.10
17 H 3.78 -0.03 1.54
18 H 5.65 2.65 -1.08
19 H 4.49 3.75 -0.33
20 H 4.30 2.47 -2.93
21 H 3.14 1.67 -1.88
22 H 2.72 4.04 -3.27
23 H 2.95 4.59 -1.62
24 H 1.16 1.57 -3.15
25 H -1.04 0.43 -2.97
26 H -2.28 1.68 -2.96
27 H -1.70 0.95 -0.32
28 H -4.00 0.53 -2.11
29 H -3.89 1.77 -0.84
30 H -4.02 0.05 -0.42
31 H -1.66 3.43 -0.64
32 H 2.25 6.69 -0.56
33 C 3.55 0.10 5.15
34 N 4.65 -0.63 4.45
35 O 5.79 -0.43 4.82
36 O 4.33 -1.39 3.56
37 H 3.99 0.73 5.91
38 H 3.03 0.68 4.39
39 H 2.89 -0.65 5.58
40 C -2.12 -3.00 -0.50
41 N -2.23 -3.78 0.77
42 O -1.47 -3.51 1.68
43 O -3.08 -4.63 0.80
44 H -1.33 -2.27 -0.38
45 H -1.89 -3.70 -1.29
46 H -3.08 -2.52 -0.66
47 C 5.92 -2.56 -0.74
48 N 5.56 -1.92 -2.04
49 O 6.38 -1.18 -2.55
50 O 4.47 -2.17 -2.49
51 H 6.91 -2.24 -0.46
52 H 5.18 -2.24 -0.02
53 H 5.88 -3.64 -0.87
54 C -6.53 -5.82 1.23
55 N -7.34 -4.71 0.67
56 O -6.76 -3.81 0.10
57 O -8.54 -4.77 0.83
58 H -5.49 -5.62 1.01
59 H -6.71 -5.85 2.30
60 H -6.86 -6.74 0.76
61 C -2.71 4.05 6.19
62 N -2.36 4.37 4.78
63 O -3.08 5.13 4.17
64 O -1.36 3.84 4.32
65 H -3.61 4.59 6.45
66 H -2.85 2.97 6.25
67 H -1.87 4.36 6.80
68 C -2.15 -4.86 -5.26
69 N -2.20 -4.45 -3.83
70 O -2.32 -5.31 -2.99
71 O -2.12 -3.26 -3.60
72 H -2.23 -5.94 -5.31
73 H -2.98 -4.38 -5.77
74 H -1.21 -4.52 -5.66

Results
Largest force on an atom = 1.1 eV/A
Gap between HOMO and LUMO = 0.3319 Eh
Total charge = +1
Highest occupied orbital energy = -11.79 eV

***

Entry 2:
Density functional theory data (ωB97M-V/def2-TZVPD) for one molecule with the formula C8H21N3O3 at a distorted geometry.

Positions of all 35 atoms, in Å:
1 C -3.86 -0.63 0.04
2 C 3.36 -1.50 -0.78
3 C 0.93 2.33 1.48
4 C -0.32 2.65 -0.70
5 C -2.77 -1.63 0.49
6 C 1.90 -1.63 -0.25
7 C -1.38 -1.16 0.02
8 C 0.74 1.80 -0.01
9 N 1.35 -0.47 0.53
10 N -1.00 0.18 0.35
11 N 0.24 0.33 -0.13
12 O 1.75 -2.71 0.60
13 O -1.38 -1.22 -1.45
14 O 1.98 1.95 -0.62
15 H -3.92 0.33 0.53
16 H -3.66 -0.53 -0.95
17 H -4.88 -1.15 0.10
18 H 3.81 -2.38 -1.01
19 H 4.03 -0.98 0.00
20 H 3.43 -0.83 -1.70
21 H 0.29 3.20 1.77
22 H 0.75 1.60 2.20
23 H 1.93 2.66 1.75
24 H -0.30 2.38 -1.70
25 H 0.03 3.74 -0.65
26 H -1.27 2.66 -0.36
27 H -2.88 -2.40 -0.18
28 H -2.89 -1.93 1.51
29 H 1.32 -1.80 -1.12
30 H -0.45 -1.82 0.23
31 H 2.12 0.10 0.61
32 H -1.20 0.28 1.34
33 H 1.08 -2.50 1.33
34 H -0.66 -0.68 -1.65
35 H 1.79 1.76 -1.62

Results
Largest force on an atom = 5.6 eV/A
Gap between HOMO and LUMO = 0.3546 Eh
SMILES = CC[C@@H](O)NN(N[C@@H](C)O)C(C)(C)O
Highest occupied orbital energy = -8.97 eV

***

Entry 3:
Density functional theory data (ωB97M-V/def2-TZVPD) for a 2-piece molecular cluster, C11H15NO overall at a distorted geometry.

Positions of all 28 atoms, in Å:
1 C -2.51 2.02 2.19
2 C 0.74 0.52 1.21
3 C -0.41 0.43 2.07
4 C -1.13 1.59 1.76
5 C -0.35 2.46 0.99
6 C 1.47 -1.55 2.10
7 C 1.65 -0.59 1.13
8 C 0.35 -1.59 2.87
9 C -0.70 -0.62 2.86
10 N 0.66 1.71 0.53
11 H 2.03 -2.45 1.88
12 H 2.47 -0.61 0.46
13 H 0.11 -2.46 3.51
14 H -1.54 -0.73 3.50
15 H 1.55 2.07 0.13
16 H -0.60 3.60 0.91
17 H -3.25 1.12 2.54
18 H -3.00 2.60 1.38
19 H -2.61 2.92 2.85
20 C 0.72 -1.71 -3.59
21 C -0.05 -0.69 -4.56
22 O 1.28 -0.81 -2.62
23 H 0.07 -2.57 -3.26
24 H 1.36 -2.33 -4.25
25 H 0.80 -0.17 -5.01
26 H 2.34 -0.79 -2.58
27 H -0.67 -0.11 -3.90
28 H -0.80 -1.25 -5.11

Results
Largest force on an atom = 4.6 eV/A
Gap between HOMO and LUMO = 0.2934 Eh
SMILES = Cc1c[nH]c2ccccc12.CCO
Highest occupied orbital energy = -7.37 eV

***

Entry 4:
Density functional theory data (ωB97M-V/def2-TZVPD) for H13O6 as an isolated structure at a distorted geometry.

Positions of all 19 atoms, in Å:
1 O -1.70 -0.79 0.02
2 H -2.22 -1.31 0.66
3 H -0.90 -1.24 -0.05
4 O -0.50 1.13 1.32
5 H -1.01 1.50 2.10
6 H -0.96 0.10 0.79
7 O -0.63 2.35 -0.87
8 H -0.49 2.28 0.08
9 H -0.26 3.27 -1.02
10 O 0.74 -1.96 -0.13
11 H 0.57 -2.26 -1.03
12 H 1.16 -1.67 0.72
13 O 1.32 -0.78 1.75
14 H 1.15 0.14 1.69
15 H 2.32 -0.84 1.79
16 O 0.48 0.36 -1.99
17 H 0.30 -1.09 -1.37
18 H 0.87 -0.26 -2.62
19 H -0.24 1.07 -1.84

Results
Largest force on an atom = 6.6 eV/A
Gap between HOMO and LUMO = 0.3249 Eh
Total charge = +1
Highest occupied orbital energy = -14.62 eV

***

Entry 5:
Density functional theory data (ωB97M-V/def2-TZVPD) for a 7-piece molecular cluster, C27H27Cl6N5 overall at a distorted geometry.

Positions of all 65 atoms, in Å:
1 N 1.20 5.74 1.28
2 C -0.05 5.88 0.70
3 C -0.80 4.79 0.21
4 C -0.18 3.53 0.17
5 C 1.13 3.42 0.77
6 C 1.75 4.55 1.29
7 H -0.50 6.86 0.82
8 H -1.80 4.88 -0.19
9 H -0.74 2.64 -0.05
10 H 1.62 2.46 0.70
11 H 2.76 4.52 1.69
12 N 2.63 -0.20 -1.36
13 C 3.97 -0.12 -1.42
14 C 4.64 0.98 -1.95
15 C 3.91 1.91 -2.72
16 C 2.54 1.68 -2.80
17 C 1.93 0.62 -2.16
18 H 4.50 -0.90 -0.88
19 H 5.72 1.04 -1.87
20 H 4.40 2.80 -3.10
21 H 1.96 2.36 -3.40
22 H 0.86 0.59 -2.03
23 N -2.01 -3.28 0.46
24 C -2.96 -2.34 0.76
25 C -2.68 -0.94 0.85
26 C -1.40 -0.57 0.60
27 C -0.40 -1.49 0.20
28 C -0.75 -2.83 0.16
29 H -3.97 -2.68 0.96
30 H -3.41 -0.16 1.04
31 H -1.19 0.48 0.76
32 H 0.58 -1.10 -0.02
33 H -0.03 -3.61 -0.06
34 N 3.72 1.32 3.40
35 C 3.04 0.39 2.68
36 C 1.98 -0.33 3.22
37 C 1.56 -0.12 4.55
38 C 2.19 0.90 5.28
39 C 3.30 1.55 4.70
40 H 3.41 0.15 1.69
41 H 1.49 -1.11 2.65
42 H 0.67 -0.66 4.83
43 H 1.78 1.11 6.26
44 H 3.76 2.42 5.15
45 N 1.07 -4.01 -3.29
46 C 1.34 -2.89 -4.06
47 C 0.31 -2.46 -4.92
48 C -0.93 -3.05 -4.91
49 C -1.22 -4.05 -3.94
50 C -0.17 -4.49 -3.14
51 H 2.35 -2.52 -4.06
52 H 0.65 -1.68 -5.58
53 H -1.65 -2.68 -5.62
54 H -2.20 -4.51 -3.91
55 H -0.26 -5.30 -2.43
56 C -7.18 -4.35 -1.68
57 Cl -6.03 -3.25 -0.85
58 Cl -6.48 -5.15 -3.15
59 Cl -8.52 -3.28 -2.18
60 H -7.50 -5.08 -0.94
61 C -2.79 2.26 4.15
62 Cl -1.54 1.89 5.29
63 Cl -2.25 2.65 2.50
64 Cl -3.78 3.53 4.92
65 H -3.36 1.34 4.00

Results
Largest force on an atom = 4.3 eV/A
Gap between HOMO and LUMO = 0.3598 Eh
SMILES = ClC(Cl)Cl.ClC(Cl)Cl.c1ccncc1.c1ccncc1.c1ccncc1.c1ccncc1.c1ccncc1
Highest occupied orbital energy = -9.38 eV

***

Entry 6:
Density functional theory data (ωB97M-V/def2-TZVPD) for C18H28AsN5Pd as an isolated structure.

Positions of all 53 atoms, in Å:
1 Pd 0.13 -0.81 0.34
2 N 2.94 -2.24 -0.69
3 C 4.19 -1.82 -0.39
4 C 4.24 -0.49 -0.75
5 C 2.94 -0.20 -1.22
6 N 2.17 -1.27 -1.17
7 H 2.47 -3.07 -0.37
8 H 4.91 -2.47 0.07
9 H 5.08 0.18 -0.65
10 H 2.50 0.74 -1.54
11 C -4.60 -1.92 -1.16
12 As -2.76 -1.29 -0.67
13 C -2.38 -0.69 -2.50
14 C -2.06 -3.14 -0.89
15 H -4.58 -2.59 -2.03
16 H -5.21 -1.05 -1.39
17 H -5.04 -2.45 -0.31
18 H -2.75 -1.43 -3.22
19 H -1.31 -0.53 -2.58
20 H -2.86 0.28 -2.67
21 H -2.35 -3.52 -1.87
22 H -2.48 -3.78 -0.11
23 H -0.98 -3.14 -0.78
24 C -0.88 -0.51 4.20
25 N -0.02 -1.22 3.31
26 C 1.29 -1.58 3.50
27 C 1.65 -2.35 2.45
28 N 0.58 -2.55 1.56
29 C -0.44 -1.74 2.07
30 H -0.33 -0.26 5.11
31 H -1.75 -1.11 4.49
32 H -1.24 0.42 3.76
33 H 1.86 -1.21 4.34
34 H 2.62 -2.79 2.27
35 H -1.49 -2.02 1.99
36 C 0.08 2.19 1.85
37 C 0.32 2.85 0.53
38 C 0.67 4.19 0.50
39 C 0.88 4.92 -0.69
40 C 0.70 4.20 -1.89
41 C 0.34 2.87 -1.92
42 C 0.13 2.18 -3.23
43 C 0.10 2.07 -0.69
44 N -0.30 0.84 -0.78
45 H 0.32 2.88 2.67
46 H 0.67 1.27 1.97
47 H -0.96 1.85 1.95
48 H 0.80 4.70 1.45
49 H 1.17 5.96 -0.68
50 H 0.86 4.71 -2.84
51 H 0.63 2.72 -4.05
52 H -0.94 2.08 -3.49
53 H 0.49 1.15 -3.17

Results
Largest force on an atom = 0.4 eV/A
Gap between HOMO and LUMO = 0.1383 Eh
Total charge = -2
Highest occupied orbital energy = 1.46 eV

***

Entry 7:
Density functional theory data (ωB97M-V/def2-TZVPD) for one molecule with the formula C3H5OP at a distorted geometry.

Positions of all 10 atoms, in Å:
1 C 0.47 -1.44 -0.15
2 C -0.07 -0.28 0.21
3 C 0.53 1.07 0.24
4 O -2.41 0.84 -0.16
5 P -1.92 -0.51 0.23
6 H -0.15 -2.38 -0.20
7 H 1.43 -1.60 -0.44
8 H 0.70 1.11 -0.83
9 H -0.11 1.94 0.44
10 H 1.54 1.25 0.68

Results
Largest force on an atom = 2.9 eV/A
Gap between HOMO and LUMO = 0.3245 Eh
SMILES = C=C(C)P=O
Highest occupied orbital energy = -9.34 eV

***

Entry 8:
Density functional theory data (ωB97M-V/def2-TZVPD) for a 2-piece molecular cluster, ClH2N2O overall at a distorted geometry.

Positions of all 6 atoms, in Å:
1 N -0.73 -0.56 0.61
2 N 1.30 0.91 -1.38
3 O -1.22 -1.57 0.19
4 Cl -1.12 -0.19 2.52
5 H 0.34 0.59 -1.63
6 H 1.43 0.81 -0.32

Results
Largest force on an atom = 2.2 eV/A
Gap between HOMO and LUMO (alpha / beta) = 0.3102 / 0.1856 Eh
Total charge = -1
Highest occupied orbital energy (alpha / beta) = -3.74 / -2.16 eV

***

Entry 9:
Density functional theory data (ωB97M-V/def2-TZVPD) for C16H40FN5O3SbTi as an isolated structure at a distorted geometry.

Positions of all 67 atoms, in Å:
1 Ti -0.64 -0.45 0.57
2 C -2.19 -0.28 3.36
3 O -0.88 -0.45 2.79
4 C -0.25 -1.67 3.20
5 C 1.17 -1.62 2.73
6 O 1.20 -1.37 1.30
7 C 2.07 -2.30 0.59
8 C 1.40 -3.62 0.35
9 O 0.27 -3.39 -0.45
10 C -0.54 -4.55 -0.63
11 H -2.10 -0.27 4.45
12 H -2.58 0.66 3.02
13 H -2.84 -1.09 3.05
14 H -0.27 -1.75 4.29
15 H -0.80 -2.52 2.78
16 H 1.72 -0.83 3.23
17 H 1.65 -2.57 2.95
18 H 2.34 -1.83 -0.34
19 H 2.97 -2.44 1.18
20 H 2.11 -4.29 -0.14
21 H 1.11 -4.09 1.30
22 H 0.02 -5.32 -1.16
23 H -0.88 -4.93 0.33
24 H -1.40 -4.25 -1.22
25 C 1.68 3.00 2.76
26 N 0.41 3.38 2.12
27 C -0.16 4.71 2.38
28 C -0.18 2.51 1.32
29 N 0.32 1.34 0.99
30 N -1.38 2.93 0.75
31 C -2.35 2.10 0.22
32 N -3.45 2.75 -0.20
33 N -2.20 0.82 0.18
34 H 1.90 3.72 3.54
35 H 2.51 2.99 2.05
36 H 1.58 2.02 3.23
37 H 0.52 5.25 3.04
38 H -1.12 4.65 2.88
39 H -0.24 5.30 1.46
40 H 1.23 1.21 1.40
41 H -1.65 3.88 0.91
42 H -3.47 3.75 -0.29
43 H -4.17 2.24 -0.68
44 H -3.02 0.36 -0.18
45 F -1.87 -1.73 0.69
46 C -2.59 0.28 -3.38
47 C -1.29 1.06 -3.12
48 Sb 0.19 -0.14 -2.13
49 C 0.43 -1.60 -3.67
50 C 1.79 -2.29 -3.66
51 C 1.90 1.10 -2.54
52 C 3.04 0.99 -1.53
53 H -3.38 0.94 -3.75
54 H -2.96 -0.22 -2.48
55 H -2.44 -0.49 -4.13
56 H -1.45 1.95 -2.51
57 H -0.85 1.39 -4.06
58 H 0.28 -1.04 -4.60
59 H -0.39 -2.31 -3.57
60 H 2.61 -1.58 -3.77
61 H 1.87 -2.99 -4.49
62 H 1.95 -2.85 -2.74
63 H 1.50 2.12 -2.59
64 H 2.24 0.83 -3.54
65 H 2.70 1.23 -0.52
66 H 3.84 1.69 -1.77
67 H 3.48 -0.01 -1.52

Results
Largest force on an atom = 1.4 eV/A
Gap between HOMO and LUMO (alpha / beta) = 0.3167 / 0.3354 Eh
Spin multiplicity = 2
Total charge = +2
Highest occupied orbital energy (alpha / beta) = -13.93 / -14.42 eV

***

Entry 10:
Density functional theory data (ωB97M-V/def2-TZVPD) for C6H10O as an isolated structure.

Positions of all 17 atoms, in Å:
1 C 2.30 -0.11 -0.17
2 C 1.08 0.74 0.19
3 C -0.02 -0.09 0.81
4 O -1.10 0.69 1.41
5 C -2.08 -0.17 0.94
6 C -1.83 -0.02 -0.97
7 C -1.06 -0.86 -0.01
8 H 2.04 -0.89 -0.89
9 H 2.70 -0.61 0.73
10 H 3.10 0.49 -0.60
11 H 0.71 1.27 -0.70
12 H 1.37 1.52 0.92
13 H 0.40 -0.74 1.59
14 H -2.77 0.35 -0.05
15 H -2.44 -0.57 -1.69
16 H -1.40 0.92 -1.34
17 H -1.01 -1.93 -0.17

Results
Largest force on an atom = 0.5 eV/A
Gap between HOMO and LUMO = 0.3475 Eh
Highest occupied orbital energy = -8.48 eV

***

Entry 11:
Density functional theory data (ωB97M-V/def2-TZVPD) for a 2-piece molecular cluster, C2H2F2O overall at a distorted geometry.

Positions of all 7 atoms, in Å:
1 C 1.88 -0.20 0.20
2 C -1.62 1.26 -0.61
3 O -1.67 2.22 0.00
4 F 3.01 -0.04 0.73
5 F -0.96 0.17 -0.11
6 H 1.23 0.54 0.68
7 H -1.99 1.15 -1.68

Results
Largest force on an atom = 3.7 eV/A
Gap between HOMO and LUMO = 0.3374 Eh
Highest occupied orbital energy = -9.26 eV

***

Entry 12:
Density functional theory data (ωB97M-V/def2-TZVPD) for one molecule with the formula C5H10N2O2 at a distorted geometry.

Positions of all 19 atoms, in Å:
1 C -0.71 0.80 0.64
2 C -1.79 -0.04 -0.25
3 C 0.27 -0.45 -0.85
4 C 1.42 -0.58 -0.18
5 C 0.31 -0.25 0.61
6 H -1.43 2.41 0.00
7 H 0.20 2.56 0.45
8 H -1.04 0.97 1.75
9 H -2.29 0.80 -0.74
10 H -2.58 -0.51 0.38
11 H -1.39 -1.62 -1.84
12 H 0.24 0.41 -1.47
13 H 1.69 -1.62 -0.05
14 H 3.06 0.78 -0.86
15 H -0.34 -2.00 0.65
16 N -0.56 2.08 -0.04
17 N -1.09 -1.09 -0.85
18 O 2.29 0.59 -0.18
19 O 0.02 -1.33 1.20

Results
Largest force on an atom = 8.8 eV/A
Gap between HOMO and LUMO = 0.3277 Eh
SMILES = N[C@H]1CN[C@@H]2[C@@H](O)[C@]21O
Highest occupied orbital energy = -8.09 eV